Here is a structure of composition C49H29Cl7N5OPbS2 from OMol25. Energies are from ωB97M-V/def2-TZVPD.

## Properties
ΔE to the lowest compared entry with this formula, charge and spin   0.314 eV
Kohn-Sham gap   5.23 eV
Total charge   -1
LUMO level   1.11 eV
Total energy   -175359.2666 eV

Each line ends with the Mulliken charge.
Cartesian coordinates (Å):
Pb -0.563 -0.201 0.642  1.320
Cl -6.042 7.413 -0.065  -0.242
C -4.798 6.197 0.081  0.405
C -5.021 4.933 -0.436  -1.085
C -4.027 3.972 -0.324  0.235
C -2.823 4.274 0.312  -0.219
C -2.625 5.552 0.828  -0.146
C -3.608 6.522 0.709  -1.012
C -1.785 3.217 0.422  1.532
C -1.337 2.878 1.715  -0.431
C -1.734 3.412 2.964  -0.610
C -0.918 2.830 3.922  -1.310
C -0.070 1.948 3.222  -0.011
C 1.064 1.075 3.623  -0.220
C 2.393 1.737 3.723  0.234
C 3.440 1.411 2.864  0.057
C 4.665 2.059 2.965  -0.995
C 4.837 3.037 3.926  0.363
Cl 6.376 3.849 4.062  -0.239
C 3.806 3.393 4.780  -0.925
C 2.587 2.747 4.664  -0.187
C 1.925 -1.296 3.422  0.969
N 2.109 -1.385 1.962  -0.171
C 1.777 -2.580 1.595  -0.964
C 1.772 -3.078 0.226  1.822
C 2.052 -4.529 0.098  -0.449
C 1.211 -5.381 -0.622  0.113
C 1.471 -6.739 -0.723  -1.107
C 2.577 -7.264 -0.078  0.353
Cl 2.908 -8.975 -0.190  -0.243
C 3.421 -6.455 0.663  -0.973
C 3.153 -5.098 0.742  -0.137
C 1.533 -2.329 -0.905  0.413
C 1.798 -2.854 -2.259  -1.367
C 1.457 -1.905 -3.133  -1.273
C 0.931 -0.767 -2.362  0.460
N 1.032 -1.058 -1.020  -0.251
C 0.361 0.333 -2.946  0.542
C -0.312 1.425 -2.270  0.556
C -0.793 2.587 -2.953  -1.490
C -1.462 3.336 -2.033  -1.316
C -1.340 2.673 -0.777  0.119
N -0.619 1.494 -0.967  0.249
C 0.371 0.419 -4.435  -0.243
C -0.825 0.428 -5.156  0.073
C -0.829 0.493 -6.540  -1.169
C 0.378 0.553 -7.217  0.335
Cl 0.382 0.632 -8.961  -0.245
C 1.580 0.560 -6.533  -0.958
C 1.566 0.499 -5.147  -0.010
C 1.394 -3.427 2.756  -0.434
C 1.486 -2.666 3.845  -1.711
N -0.317 1.973 1.909  -0.135
H -5.960 4.700 -0.919  0.440
H -4.183 2.972 -0.712  0.322
H -1.686 5.789 1.312  0.541
H -3.455 7.521 1.095  0.404
H -2.527 4.123 3.130  0.641
H -0.929 3.002 4.987  0.546
H 3.287 0.660 2.099  0.522
H 5.476 1.810 2.294  0.440
H 3.957 4.170 5.517  0.415
H 1.769 3.031 5.315  0.404
H 0.325 -4.968 -1.088  0.300
H 0.812 -7.389 -1.283  0.417
H 4.281 -6.883 1.161  0.408
H 3.819 -4.458 1.311  0.496
H 2.232 -3.817 -2.475  0.533
H 1.527 -1.953 -4.207  0.504
H -0.650 2.810 -3.996  0.595
H -1.947 4.286 -2.190  0.564
H -1.769 0.397 -4.621  0.421
H -1.760 0.494 -7.091  0.429
H 2.513 0.620 -7.078  0.405
H 2.501 0.513 -4.600  0.509
H 1.074 -4.457 2.692  0.683
H 1.253 -2.944 4.863  0.446
Cl -3.198 -4.700 3.551  -0.143
C -3.208 -3.240 2.526  0.812
Cl -2.701 -1.849 3.489  -0.048
Cl -4.812 -2.987 1.854  -0.049
C -2.257 -3.467 1.436  -0.453
N -1.535 -3.701 0.579  -0.139
C 0.872 -0.242 3.621  -1.879
H 2.873 -1.000 3.884  0.934
H -0.150 -0.598 3.538  1.098
C -2.149 -2.055 -2.368  -0.375
O -2.359 -1.308 -1.169  0.074
C -3.342 -0.361 -1.109  0.435
S -4.176 0.105 -2.463  -0.353
S -3.519 0.240 0.477  -0.346
H -1.333 -2.736 -2.133  -0.298
H -1.877 -1.403 -3.193  0.076
H -3.054 -2.604 -2.626  0.396

Here is an isolated molecule of C2H2O2S from OMol25. Energies are from ωB97M-V/def2-TZVPD.

## Properties
SMILES string   O=C=C(O)S
ΔE to the lowest compared entry with this formula, charge and spin   1.618 eV
Kohn-Sham gap   9.21 eV
LUMO level   0.29 eV
Total energy   -17034.4063 eV

Each line ends with the natural charge from an NBO analysis.
Cartesian coordinates (Å):
O -0.572 0.603 -2.174  -0.414
C -0.177 0.463 -1.114  0.682
C 0.214 0.040 0.047  -0.223
O 1.147 0.814 0.651  -0.657
S -0.627 -1.321 0.787  0.017
H 1.879 0.315 0.723  0.469
H -1.863 -0.915 1.080  0.126

Here is an isolated molecule of C3H3NO3 from OMol25. Energies are from ωB97M-V/def2-TZVPD.

## Properties
SMILES string   Cc1noc(=O)o1
ΔE to the lowest compared entry with this formula, charge and spin   1.943 eV
Kohn-Sham gap   10.99 eV
LUMO level   0.60 eV
Total energy   -10790.7578 eV

Each line ends with the natural charge from an NBO analysis.
Cartesian coordinates (Å):
C 0.512 0.713 -1.404  -0.671
C -0.061 0.177 -0.142  0.489
N -1.240 0.457 0.294  -0.164
O -1.407 -0.240 1.471  -0.342
C -0.321 -1.129 1.701  0.948
O -0.066 -1.797 2.653  -0.510
O 0.618 -0.717 0.589  -0.487
H 0.660 -0.094 -2.126  0.243
H -0.175 1.449 -1.823  0.251
H 1.479 1.183 -1.213  0.242

Here is an isolated molecule of C3H4NP from OMol25. Energies are from ωB97M-V/def2-TZVPD.

## Properties
ΔE to the lowest compared entry with this formula, charge and spin   2.900 eV
Kohn-Sham gap (alpha / beta)   6.68 / 6.90 eV
LUMO level (alpha / beta)   -1.70 / -1.25 eV
Total energy   -13950.4435 eV

Each line ends with the natural charge from an NBO analysis.
Cartesian coordinates (Å):
C 0.848 -0.260 -0.380  -0.018
C 0.911 0.950 0.201  -0.457
C -1.227 -0.900 0.155  -0.381
N -0.020 -1.277 -0.058  -0.419
P -2.054 0.565 -0.217  0.390
H 1.554 -0.570 -1.119  0.210
H 1.555 1.711 -0.318  0.214
H -1.930 -1.694 0.621  0.224
H 0.364 1.473 1.116  0.237

Here is a cluster of 3 separate species, C2H5OPS2 in total from OMol25. Energies are from ωB97M-V/def2-TZVPD.

## Properties
SMILES string   OP=S.C#C.S
ΔE to the lowest compared entry with this formula, charge and spin   2.717 eV
Kohn-Sham gap   8.69 eV
LUMO level   -0.76 eV
Total energy   -35159.5197 eV

Each line ends with the natural charge from an NBO analysis.
Cartesian coordinates (Å):
O 3.580 0.810 -0.518  -1.022
P 2.212 1.436 -1.025  1.024
S 1.658 0.496 -2.649  -0.526
H 4.163 0.165 -1.045  0.525
C -1.079 1.157 0.315  -0.209
C -0.858 1.401 1.432  -0.245
H -1.456 0.846 -0.551  0.214
H -0.240 1.699 2.284  0.237
S -0.294 -2.124 -0.188  -0.280
H 0.988 -2.359 -0.329  0.142
H -0.569 -2.625 0.981  0.140

Here is a structure of composition C2H2AgO2 from OMol25. Energies are from ωB97M-V/def2-TZVPD.

## Properties
2S+1   2
Kohn-Sham gap (alpha / beta)   4.50 / 4.87 eV
Total charge   -2
LUMO level (alpha / beta)   7.21 / 7.21 eV
Total energy   -10193.1043 eV

Each line ends with the Mulliken spin population.
Cartesian coordinates (Å):
O -1.862 0.018 -0.221  0.078
H -1.876 0.244 -1.152  -0.012
Ag -0.898 -1.900 0.456  0.843
C 0.353 0.525 0.252  0.276
C 1.424 -0.049 -0.215  -0.193
O 2.657 -0.163 -0.096  -0.019
H 0.202 1.326 0.975  0.027

Here is a structure of composition C4H13N4 from OMol25. Energies are from ωB97M-V/def2-TZVPD.

## Properties
ΔE to the lowest compared entry with this formula, charge and spin   3.890 eV
Kohn-Sham gap   10.03 eV
Total charge   +1
LUMO level   -3.23 eV
Total energy   -10310.1987 eV

Each line ends with the natural charge from an NBO analysis.
Cartesian coordinates (Å):
C -1.885 -0.214 0.113  0.639
C 2.047 -0.057 1.096  -0.635
C 0.960 -0.436 -1.207  -0.656
C 0.747 -0.395 0.300  -0.073
N -2.719 0.687 -0.423  -0.747
N -2.163 -1.485 0.343  -0.765
N -0.271 0.457 0.757  -0.166
N -0.152 1.742 0.264  -0.686
H 2.517 1.009 0.816  0.225
H 1.869 -0.070 2.191  0.234
H 2.928 -0.707 1.036  0.249
H 1.611 -1.245 -1.418  0.242
H 1.313 0.304 -1.870  0.232
H -0.004 -0.770 -1.606  0.199
H 0.359 -1.447 0.529  0.199
H -3.614 0.505 -0.808  0.420
H -3.147 -1.769 0.080  0.429
H -1.594 -1.940 1.023  0.443
H 0.448 2.021 -0.584  0.393
H -2.490 1.591 -0.311  0.422
H -0.316 2.547 0.867  0.402

Here is the ion C5H8NO with charge +1 from OMol25. Energies are from ωB97M-V/def2-TZVPD.

## Properties
SMILES string   C/[NH+]=C/C=C\C=O
ΔE to the lowest compared entry with this formula, charge and spin   1.726 eV
Kohn-Sham gap   9.15 eV
Total charge   +1
LUMO level   -6.08 eV
Total energy   -8843.0351 eV

Each line ends with the natural charge from an NBO analysis.
Cartesian coordinates (Å):
C 1.479 1.810 -0.302  -0.424
N 0.694 0.638 -0.032  -0.381
C 0.458 0.049 1.048  0.202
C -0.419 -1.050 1.145  -0.191
C -1.134 -1.636 0.222  -0.190
C -1.459 -1.136 -1.127  0.424
O -0.892 -0.271 -1.764  -0.496
H 2.069 2.121 0.474  0.230
H 2.115 1.544 -1.285  0.254
H 0.728 2.566 -0.602  0.247
H 0.020 0.433 -0.830  0.445
H 0.844 0.442 2.093  0.244
H -0.289 -1.517 2.050  0.243
H -1.854 -2.300 0.381  0.229
H -2.359 -1.695 -1.471  0.166

Here is a cluster of 2 separate species, C4H9NO in total from OMol25. Energies are from ωB97M-V/def2-TZVPD.

## Properties
ΔE to the lowest compared entry with this formula, charge and spin   1.218 eV
2S+1   2
Kohn-Sham gap (alpha / beta)   4.04 / 7.55 eV
Total charge   -1
LUMO level (alpha / beta)   4.36 / 4.25 eV
Total energy   -7828.7269 eV

Each line ends with the Mulliken spin population.
Cartesian coordinates (Å):
O 0.240 -0.060 -2.286  0.241
C -0.954 -0.220 -1.917  0.401
H -1.509 0.560 -1.367  0.058
H -1.571 -1.034 -2.361  0.034
N 1.793 -0.753 1.034  0.014
C 0.875 0.364 0.819  0.000
C -1.499 0.752 1.508  0.168
C -0.568 -0.038 0.917  0.268
H 2.735 -0.400 1.076  -0.016
H 1.755 -1.471 0.332  -0.008
H 1.017 0.813 -0.182  0.010
H 1.072 1.153 1.542  -0.007
H -2.385 0.351 1.989  -0.014
H -1.354 1.823 1.637  0.008
H -0.861 -1.034 0.599  -0.159

Here is an isolated molecule of C2H4FPS from OMol25. Energies are from ωB97M-V/def2-TZVPD.

## Properties
SMILES string   CP1S[C@H]1F
ΔE to the lowest compared entry with this formula, charge and spin   1.661 eV
Kohn-Sham gap   8.91 eV
LUMO level   0.67 eV
Total energy   -24977.2991 eV

Each line ends with the natural charge from an NBO analysis.
Cartesian coordinates (Å):
C -1.476 0.586 -0.327  -1.028
P -0.430 1.896 0.152  0.663
S -1.111 2.830 1.705  -0.038
C 0.171 1.666 2.013  -0.219
F -0.644 0.794 2.627  -0.394
H -1.224 0.149 -1.278  0.254
H -2.577 1.032 -0.248  0.256
H -1.558 -0.092 0.469  0.256
H 1.135 1.658 2.850  0.251

Here is a cluster of 2 separate species, C10H12Br2N2OP in total from OMol25. Energies are from ωB97M-V/def2-TZVPD.

## Properties
Kohn-Sham gap   6.98 eV
Total charge   +1
LUMO level   -4.24 eV
Total energy   -164959.4933 eV

Each line ends with the natural charge from an NBO analysis.
Cartesian coordinates (Å):
C -1.649 4.576 2.108  -0.415
N -1.620 3.129 2.395  -0.269
C -2.361 2.612 3.368  0.231
N -2.126 1.314 3.357  -0.368
Br -2.923 0.114 4.521  0.376
C -1.240 0.985 2.386  -0.041
C -0.906 2.143 1.786  -0.205
P 0.319 2.401 0.418  1.084
O -0.553 3.342 -0.596  -0.975
Br 0.249 0.385 -0.504  -0.186
H -2.637 4.818 1.746  0.235
H -0.937 4.823 1.337  0.252
H -1.457 5.142 3.005  0.236
H -3.007 3.138 4.036  0.258
H -0.886 0.007 2.147  0.274
H -1.101 2.781 -1.163  0.511
C 1.493 -4.801 -2.764  -0.204
C 2.805 -4.426 -3.021  -0.201
C 3.210 -3.117 -2.801  -0.210
C 2.304 -2.184 -2.317  -0.209
C 0.994 -2.561 -2.059  -0.222
C 0.586 -3.868 -2.284  -0.212
H 1.178 -5.821 -2.939  0.220
H 3.512 -5.155 -3.393  0.220
H 4.231 -2.824 -3.007  0.219
H 2.621 -1.163 -2.143  0.206
H 0.285 -1.833 -1.679  0.181
H -0.438 -4.159 -2.087  0.213

Here is a structure of composition Cl4MnNa8O12S3 from OMol25. Energies are from ωB97M-V/def2-TZVPD.

## Properties
2S+1   6
Kohn-Sham gap (alpha / beta)   2.05 / 2.04 eV
LUMO level (alpha / beta)   -3.01 / -3.01 eV
Total energy   -173829.1946 eV

Each line ends with the Mulliken spin population.
Cartesian coordinates (Å):
Na -3.291 3.614 -2.123  0.000
Na -4.659 -0.186 2.184  0.000
Na -0.216 -2.463 -0.167  0.015
Na -3.228 -1.281 -1.969  0.000
Na -0.731 1.406 0.454  0.016
Na 1.258 3.480 -1.707  0.001
Na 2.966 1.312 3.417  -0.001
Na -3.708 4.307 1.718  0.000
Mn 2.213 -0.095 -0.460  4.867
S -0.125 0.502 -2.426  -0.014
O -0.200 1.932 -2.310  0.005
O -0.394 0.152 -3.807  0.003
O 1.306 0.207 -2.097  0.063
O -0.854 -0.332 -1.484  0.012
S 2.372 -3.447 -1.178  -0.004
O 1.705 -3.735 -2.460  0.002
O 3.721 -3.502 -1.484  0.001
O 1.966 -2.163 -0.534  0.004
O 2.180 -4.448 -0.168  0.004
S 0.598 -1.338 2.282  -0.002
O 1.928 -1.914 2.147  0.008
O -0.455 -2.356 2.402  0.002
O 0.497 -0.423 3.320  0.001
O 0.340 -0.396 1.130  -0.009
Cl -2.743 3.245 4.285  0.000
Cl -3.582 1.442 0.439  0.000
Cl 2.219 2.268 0.786  0.026
Cl -1.084 4.214 -0.190  0.000